No. 1
183
Properties=species:S:1:pos:R:3:forces:R:3:lowdin_spin:R:1 method="wB97M-V/def2-TZVPD" e_lumo_ev="3.8 / 3.1" s2=0.758 homo_ha="-0.083 / -0.100" spin_multiplicity=2 total_charge=-2
O 2.357 3.780 0.026 -0.28 -0.03 0.04 0.01
H -0.210 -4.894 -0.468 0.04 -0.09 0.11 0.00
H 2.841 -1.882 6.524 0.00 0.00 0.00 0.00
H -1.492 -5.734 -1.341 -0.01 0.00 -0.02 0.00
H 4.125 2.843 2.666 0.08 0.04 0.13 0.00
N -4.854 4.106 -1.438 -0.10 0.23 0.25 0.00
H -6.049 -0.823 -4.261 0.05 -0.04 0.04 0.00
C 2.636 -4.501 -2.986 0.06 -0.07 0.08 0.00
C 3.884 -4.874 -2.513 -0.07 -0.03 0.02 0.01
C -0.896 -2.013 -4.267 -0.02 0.07 0.07 0.00
H 4.746 5.038 -0.259 0.13 -0.01 0.02 0.00
C 2.517 0.730 6.138 0.01 -0.01 0.01 0.00
H 4.417 -1.166 -0.574 0.02 0.08 -0.07 0.00
C -0.537 -5.219 -1.454 -0.03 0.14 0.06 0.00
H -1.081 1.966 -5.696 0.04 0.06 -0.07 0.00
H 0.048 6.882 -0.340 -0.03 0.05 0.01 0.00
C 0.482 6.199 -3.704 0.01 -0.25 0.18 0.00
H -0.978 -1.223 -5.008 -0.05 0.03 0.00 0.00
H 4.970 3.283 -0.217 0.03 -0.01 0.04 0.00
H 6.143 -1.414 2.550 0.00 0.01 -0.03 0.00
H 1.232 -2.387 5.971 0.03 -0.06 0.00 0.00
C -1.602 5.962 -2.369 0.22 -0.31 0.18 0.00
H 2.747 -0.386 -3.241 0.13 1.09 0.78 0.00
H -3.424 -0.360 2.391 -0.03 0.07 -0.03 0.00
H -1.914 5.072 -2.919 -0.09 0.07 -0.06 0.00
H -2.926 -6.102 1.418 0.05 0.00 0.00 0.00
C -4.036 0.810 -6.391 0.06 -0.08 -0.06 0.00
H 2.356 1.183 -5.237 0.01 0.06 -0.08 0.00
C 1.794 -3.709 -2.210 -0.06 0.04 -0.16 0.02
C -3.818 -2.468 2.371 0.02 -0.07 0.11 0.00
H 5.936 -2.041 -0.724 -0.01 0.04 -0.04 0.00
H -5.406 0.626 -1.828 0.01 0.01 -0.01 0.00
H 0.207 -5.922 -1.834 -0.02 -0.04 0.00 0.00
H 5.213 -3.458 5.559 0.00 0.01 0.03 0.00
C 1.616 -0.272 5.790 -0.12 0.00 -0.05 0.00
C -6.045 -0.613 -6.956 0.09 -0.01 0.09 0.00
N -2.174 5.118 2.363 -0.32 0.02 -0.18 0.00
N -3.465 2.710 -2.188 -0.92 0.13 0.19 0.00
H 1.462 -4.639 1.645 -0.04 -0.06 0.00 0.00
H 3.403 1.882 1.360 -0.02 -0.02 0.01 0.00
Ge 1.046 -1.706 -0.115 -0.10 -0.75 0.82 0.25
C 0.471 -3.324 -2.781 -0.14 -0.06 -0.14 0.01
C 5.296 -1.502 -0.022 -0.04 -0.07 0.11 0.00
C -3.306 1.177 -4.118 -0.12 0.07 0.20 0.00
H 2.356 2.776 2.468 -0.07 -0.13 0.02 0.00
H -3.902 0.993 -7.454 0.02 0.00 0.01 0.00
C -0.671 -4.036 -2.377 0.03 0.00 -0.03 0.00
C 2.398 -5.179 1.820 0.04 0.15 0.02 0.00
H 6.733 -2.974 4.791 0.01 0.01 0.06 0.00
C -1.907 -3.676 -2.890 0.08 -0.01 0.05 0.00
C -4.099 -4.385 0.919 -0.02 -0.06 -0.02 0.00
C 4.084 -3.986 3.250 -0.02 -0.01 -0.02 0.00
C -4.415 -3.084 1.279 0.00 0.01 0.02 0.00
S -0.843 -2.706 0.874 0.56 0.46 -0.39 0.08
C -2.861 -3.174 3.114 -0.30 -0.04 -0.03 0.00
H -1.919 1.235 4.350 -0.06 0.02 -0.03 0.00
H 3.536 0.452 6.392 -0.01 0.00 0.05 0.00
C -1.195 -1.601 4.227 0.24 0.30 -0.54 0.00
H 3.989 2.695 7.091 0.01 0.02 0.00 0.00
H -1.540 2.885 4.847 0.00 0.01 -0.05 0.00
H 2.595 3.734 7.443 0.06 0.02 0.03 0.00
C 3.081 3.130 6.674 0.00 -0.01 -0.19 0.00
C 5.421 -2.209 2.389 -0.02 0.02 0.02 0.00
H -5.132 -2.524 0.687 0.00 0.01 -0.01 0.00
H 2.472 -1.956 4.794 -0.01 -0.08 0.01 0.00
H 2.281 -5.797 2.711 0.00 -0.02 -0.01 0.00
C 0.848 2.404 5.801 0.03 -0.01 -0.05 0.00
H 0.555 3.448 5.773 -0.03 -0.02 0.02 0.00
H -2.022 5.930 -1.362 -0.05 0.05 -0.03 0.00
C 5.045 -3.009 3.460 0.00 0.01 0.02 0.00
N -0.956 4.700 2.743 0.18 -0.09 0.06 0.00
C 1.577 -1.667 -4.357 -0.42 -0.70 -0.71 0.00
S 1.844 -1.322 2.181 -0.29 0.10 -0.49 0.04
H -2.060 2.198 -7.168 -0.03 -0.07 0.01 0.00
H 1.393 -0.601 -4.502 -0.07 -0.53 -0.29 0.00
H 3.696 5.413 2.643 0.03 0.02 -0.03 0.00
N -0.406 4.013 1.799 0.38 0.12 0.21 0.00
H 1.811 -2.106 -5.332 -0.05 -0.12 -0.08 0.00
C 5.656 -2.792 4.820 -0.04 0.02 -0.13 0.00
C -2.412 1.862 -3.059 0.47 -0.90 -1.15 0.00
H -5.433 -4.368 -0.772 -0.01 -0.01 -0.02 0.00
C 3.927 -3.392 0.925 0.15 -0.10 0.19 0.00
H 0.093 7.122 -4.141 -0.02 0.02 0.02 0.00
C 3.310 2.800 1.943 -0.17 0.06 -0.07 0.00
H -4.276 -0.939 3.817 -0.04 0.04 0.01 0.00
O -1.824 1.025 -2.204 0.08 0.42 0.01 0.00
S 0.391 1.109 0.239 0.86 0.01 -0.33 0.28
H 5.241 -4.757 -0.855 -0.03 -0.02 0.04 0.00
H -3.392 -1.329 -4.844 0.31 -0.59 0.01 0.00
O 0.394 4.752 -1.769 0.31 -0.89 0.39 0.00
Ge 2.331 4.351 -1.685 -0.14 0.16 -0.56 0.00
C 2.169 -3.299 -0.923 0.02 0.59 0.12 0.14
Ge -0.335 -1.200 2.444 -0.38 0.17 -0.05 0.01
H -2.794 -4.203 -2.551 0.02 0.00 -0.04 0.00
C -4.191 -1.056 2.737 0.09 -0.05 -0.03 0.00
H -3.675 -3.051 -5.153 -0.02 -0.03 -0.04 0.00
C 2.195 0.336 -2.636 0.49 0.73 0.52 0.01
H -1.035 -0.727 7.499 0.02 -0.01 0.00 0.00
C -2.040 -2.654 -3.824 -0.09 -0.16 -0.08 0.00
C -2.311 4.636 1.138 0.39 -0.06 0.43 0.00
C 4.268 -4.474 -1.243 -0.03 -0.01 -0.04 0.00
H -4.232 5.278 0.919 -0.04 0.00 -0.03 0.00
H 2.577 -5.819 0.954 -0.04 -0.04 0.01 0.00
H -5.234 -5.959 -0.017 -0.02 0.00 -0.03 0.00
H -0.955 -4.629 4.217 0.07 -0.06 0.02 0.00
H -4.155 -2.342 -3.610 0.08 -0.04 -0.08 0.00
H -5.133 -0.769 2.271 0.01 0.00 -0.02 0.00
C -2.252 -2.518 4.309 -0.01 0.01 -0.03 0.00
H -1.973 6.852 -2.880 0.01 0.04 0.02 0.00
C -0.076 5.981 -2.289 -0.22 0.69 -0.24 0.00
C -3.179 -5.081 1.690 -0.03 0.01 0.01 0.00
H -5.774 -1.656 -7.141 -0.02 -0.01 -0.03 0.00
C 0.372 7.114 -1.357 0.02 -0.30 0.00 0.00
H -2.008 -6.050 4.165 0.03 0.00 0.04 0.00
N -4.623 3.223 -2.410 0.13 -0.04 0.07 0.00
C -4.719 -5.035 -0.289 0.06 0.02 0.05 0.00
C -2.829 -2.808 5.543 -0.04 -0.04 0.00 0.00
C -0.082 1.435 5.455 0.01 0.01 -0.01 0.00
H -6.032 -0.088 -7.912 -0.01 0.00 -0.01 0.00
C 2.405 1.761 -3.143 0.31 -0.39 -0.24 0.00
C -1.374 -1.251 6.613 -0.01 -0.01 -0.07 0.00
C -3.393 -2.319 -4.391 0.57 -0.29 -0.10 0.00
H -2.128 1.704 6.039 -0.03 0.00 -0.03 0.00
C 0.362 -2.341 -3.771 0.05 -0.06 0.07 0.00
H -0.831 -5.771 2.875 0.01 -0.01 0.00 0.00
C -0.765 -0.953 5.392 -0.09 -0.13 0.05 0.00
H 4.450 1.287 -3.704 -0.01 -0.02 -0.02 0.00
C -3.757 4.075 -0.668 -0.07 -0.22 -0.22 0.00
H -3.645 -3.521 5.581 0.01 -0.01 -0.02 0.00
C -4.356 0.348 -3.681 -0.23 0.40 0.02 0.00
H 3.085 6.159 1.141 0.01 0.00 0.04 0.00
H 2.449 -1.789 -3.720 -0.27 -0.50 -0.40 0.00
H -4.916 -1.041 -2.142 -0.04 0.00 -0.01 0.00
H 5.488 4.273 1.168 0.02 0.01 0.00 0.00
C 1.860 1.891 -4.569 -0.04 0.15 0.21 0.00
C -5.230 -0.201 -4.613 -0.47 0.63 -0.15 0.00
H 1.130 0.095 -2.655 0.05 -0.05 0.16 0.00
H 4.545 -5.483 -3.118 0.01 0.03 -0.01 0.00
H 2.305 -4.814 -3.971 -0.01 0.02 0.00 0.00
C 3.333 4.010 1.014 0.44 0.12 0.08 0.00
O 1.709 2.639 -2.292 -0.52 0.43 0.38 0.00
H -7.063 -0.602 -6.565 -0.02 0.00 -0.04 0.00
H 5.834 -0.628 0.344 0.00 0.01 -0.02 0.00
H 3.362 3.803 5.861 0.02 0.00 0.00 0.00
H -2.846 -2.409 7.652 -0.03 0.01 -0.01 0.00
C 4.882 -2.390 1.123 -0.02 -0.05 -0.06 0.00
C -2.054 2.262 -6.077 -0.02 0.01 0.06 0.00
In -0.621 2.760 -1.423 0.17 0.02 -0.01 0.01
H -3.708 0.147 -1.638 0.02 -0.04 0.07 0.00
N -1.228 3.947 0.744 -0.26 0.18 -0.17 0.01
H 4.278 2.052 -2.111 0.05 -0.03 -0.03 0.00
C -2.393 -2.181 6.695 0.05 -0.01 0.06 0.00
C 0.301 0.086 5.473 0.14 0.06 0.02 0.00
C -4.605 0.002 -2.233 0.10 0.15 0.06 0.00
H 5.499 -1.761 5.143 0.02 -0.01 0.07 0.00
H 1.995 5.216 2.171 -0.21 0.02 0.09 0.00
N -3.475 4.862 0.407 0.03 -0.01 -0.04 0.00
O -1.582 2.833 -3.475 0.29 0.06 0.39 0.00
H 3.754 -4.601 4.082 0.00 0.02 0.01 0.00
C -3.145 1.398 -5.496 0.05 0.01 0.01 0.00
C 4.730 4.160 0.391 -0.20 -0.03 -0.08 0.00
H 2.021 2.909 -4.930 0.00 -0.01 -0.05 0.00
N -2.884 3.188 -1.117 -0.04 0.23 0.01 0.00
C 3.913 2.053 -3.141 -0.16 0.11 0.14 0.00
H 0.785 1.702 -4.561 -0.01 0.00 -0.01 0.00
H -2.194 3.299 -5.778 0.07 0.02 0.00 0.00
C 3.011 5.287 1.799 -0.07 -0.17 -0.18 0.00
H 0.185 5.352 -4.326 0.01 0.03 -0.06 0.00
C -1.526 -5.280 3.558 -0.05 0.07 -0.09 0.00
H 1.572 6.249 -3.676 0.00 0.03 -0.07 0.00
H -3.947 -5.289 -1.018 -0.05 -0.02 0.00 0.00
H 4.125 3.029 -3.581 0.03 0.00 0.00 0.00
C 2.063 -1.710 5.777 0.05 0.12 -0.04 0.00
C 2.139 2.062 6.186 0.00 0.06 -0.02 0.00
S -1.106 0.792 1.551 -0.43 -0.57 0.90 0.07
C -1.500 1.841 5.152 0.08 -0.02 0.02 0.00
C -5.092 0.017 -5.973 -0.23 0.13 0.14 0.00
H 1.462 7.190 -1.357 0.00 0.08 -0.01 0.00
C 3.507 -4.179 2.001 0.04 -0.04 -0.10 0.00
H 2.544 0.278 -1.602 0.01 0.08 0.10 0.01
C 3.423 -3.701 -0.445 0.04 0.01 0.02 0.02
H -0.061 8.066 -1.670 0.04 0.03 0.00 0.00
C -2.550 -4.494 2.780 -0.05 -0.03 0.09 0.00

=====

No. 2
16
Properties=species:S:1:pos:R:3:forces:R:3:nbo_charge:R:1 method="wB97M-V/def2-TZVPD" e_lumo_ev=0.3 homo_ha=-0.266 spin_multiplicity=1 total_charge=0
H 2.429 -0.329 -0.512 -0.11 0.03 0.10 0.21
C -1.410 2.129 -0.077 -0.05 0.03 0.09 -0.65
C 1.431 -0.147 -0.126 -0.31 0.20 -0.02 0.16
H -1.856 2.093 -1.079 0.14 -0.01 0.08 0.21
C -0.534 0.951 0.218 -0.23 -0.12 0.17 -0.07
C 0.498 -1.005 0.673 0.10 -0.04 0.06 -0.39
H 1.069 -2.846 -0.373 -0.17 0.03 0.00 0.20
C 0.165 -2.284 -0.114 -0.02 -0.17 -0.06 -0.57
H -2.230 2.111 0.640 0.07 0.04 -0.06 0.25
H -0.488 -2.903 0.501 0.08 0.02 -0.04 0.23
N 0.794 0.951 -0.372 0.13 -0.15 0.01 -0.43
H -0.885 3.086 0.029 -0.05 -0.06 0.00 0.20
H -0.393 -2.033 -1.022 0.17 -0.03 0.10 0.21
C -0.764 -0.194 0.908 0.29 0.26 -0.31 -0.22
H 1.186 1.720 -0.907 -0.02 -0.11 -0.02 0.41
H 0.987 -1.299 1.613 -0.05 0.08 -0.09 0.26

=====

No. 3
16
Properties=species:S:1:pos:R:3:forces:R:3:lowdin_spin:R:1 method="wB97M-V/def2-TZVPD" e_lumo_ev="-6.9 / -9.4" s2=0.755 homo_ha="-0.484 / -0.484" spin_multiplicity=2 total_charge=+1
O -2.478 -3.834 -1.709 0.21 -0.31 -1.87 0.00
H -2.172 1.928 2.308 0.63 -0.35 1.73 0.00
S 2.810 0.104 1.022 1.69 -0.38 -3.54 0.48
S 2.414 0.092 -1.123 -1.09 0.40 3.41 0.49
H -3.960 -2.577 1.616 0.21 0.17 -0.44 0.00
O -1.681 1.894 3.187 -0.55 0.56 -2.24 0.00
H -3.249 -3.481 -2.187 0.41 -0.14 0.69 0.00
H -2.540 -3.608 -0.801 -0.68 0.50 1.20 0.00
H -0.899 4.318 -1.483 -0.10 -0.85 -1.45 0.00
H 3.632 -0.253 -1.320 1.98 -0.49 -0.62 0.02
H 1.566 0.263 1.181 -2.64 0.44 0.76 0.02
H -2.683 -1.949 1.075 1.15 0.48 0.52 0.00
H -1.236 2.755 3.143 -0.05 -0.21 0.44 0.00
O -3.531 -2.249 0.807 -1.30 -0.67 -0.06 0.00
O -1.240 3.684 -2.164 -0.10 0.36 1.19 0.00
H -0.609 3.519 -2.869 0.24 0.50 0.26 0.00

=====

No. 4
16
Properties=species:S:1:pos:R:3:forces:R:3:nbo_charge:R:1 method="wB97M-V/def2-TZVPD" e_lumo_ev=0.8 smiles="C/N=C/OCCO" homo_ha=-0.335 spin_multiplicity=1 total_charge=0
O 0.751 1.608 0.579 -0.58 -1.01 -0.41 -0.71
O -0.601 -1.002 1.011 0.22 0.57 -1.37 -0.67
H 1.300 -1.088 0.176 -0.15 0.01 0.14 0.16
H 2.205 0.761 1.597 0.50 -0.43 0.33 0.17
H 1.145 -1.512 1.909 0.05 0.19 -0.18 0.19
H -0.432 1.473 -1.805 0.82 0.32 -0.84 0.22
C -0.569 0.567 -2.399 -0.60 -0.03 0.01 -0.41
H -1.522 0.650 -2.913 0.15 0.33 -0.79 0.20
C 1.142 0.601 1.505 0.61 0.57 0.80 -0.09
H -1.803 -1.762 -0.048 -1.81 -0.88 -1.38 0.21
H 0.658 0.876 2.449 0.14 -0.42 0.22 0.16
C -1.206 -1.019 -0.512 1.77 0.13 2.36 0.45
C 0.784 -0.834 1.120 0.49 0.59 0.09 -0.11
H -0.102 1.213 0.381 -0.75 0.72 -0.67 0.45
N -0.780 -0.427 -1.450 -0.85 -1.60 1.73 -0.45
H 0.229 0.191 -3.047 -0.02 0.92 -0.03 0.23

=====

No. 5
19
Properties=species:S:1:pos:R:3:forces:R:3:nbo_charge:R:1 method="wB97M-V/def2-TZVPD" e_lumo_ev=0.8 homo_ha=-0.300 spin_multiplicity=1 total_charge=0
C 1.193 0.785 1.946 -0.23 0.06 0.63 -0.21
C 1.928 0.475 -0.439 -2.19 -0.45 1.72 -0.31
O -1.920 -1.339 1.462 -0.99 -2.94 1.85 -0.45
H -2.962 0.187 0.594 1.58 -0.37 -0.76 0.20
H -0.488 0.989 -2.571 0.85 -1.24 0.97 0.23
H 2.839 0.060 -0.788 0.55 -0.16 -0.99 0.23
H 3.139 1.264 0.961 -2.47 0.38 1.19 0.20
C -2.060 -0.483 0.361 -2.37 1.80 -1.02 0.01
C -0.169 0.144 -1.856 -2.93 0.46 -2.01 -0.32
C 0.751 0.301 -0.988 2.18 -0.21 -0.65 0.12
H 1.446 1.200 2.940 0.02 -0.36 -0.72 0.22
C -2.059 -1.168 -0.950 -1.93 -0.75 1.91 -0.22
C -1.154 -0.990 -1.858 0.38 -0.31 -2.64 -0.17
C 0.125 -0.187 1.957 -0.57 0.42 2.26 -0.34
H -1.341 -1.643 -2.759 0.85 1.06 0.61 0.22
H 0.155 -0.598 2.995 -0.48 -0.49 -1.02 0.23
H -2.909 -1.893 -1.044 1.02 0.56 -0.13 0.22
C -0.946 -0.495 1.248 1.69 1.47 0.39 0.32
C 2.000 0.948 0.926 5.03 1.08 -1.57 -0.19

=====

Strongest force on any atom values (in Eh/bohr) by entry order: 0.0299 0.0097 0.0766 0.0574 0.1046.
Energy relative to the best compared isomer or geometry (same formula, charge and spin) values (in kJ/mol) by entry order: 289.3 335.3 51.9 429.8 636.5.